(1)
Computed, not measured: the molecule C2H8N2O3S at a distorted geometry, with ωB97M-V with the def2-TZVPD basis set.

CARTESIAN COORDINATES (ANGSTROEM)
C  -0.258  1.017  -1.178
C  -1.676  0.156  0.644
N  2.942  -1.490  0.505
N  -0.321  0.484  0.115
O  2.631  0.694  -0.489
O  1.751  0.412  1.813
O  0.576  -0.693  0.114
S  1.998  -0.094  0.508
H  0.540  1.795  -1.316
H  -0.379  0.290  -1.948
H  -1.114  1.601  -1.192
H  -1.360  -0.475  1.479
H  -2.016  1.058  1.143
H  -2.347  -0.351  -0.086
H  3.772  -1.330  0.939
H  3.094  -1.488  -0.452

Calculated values
Gap between HOMO and LUMO (alpha / beta) in eV: 5.43 / 8.38
Calculated total energy in eV: -22153.21471
Energy above the lowest of the compared OMol25 structures with the same formula, charge and spin in kcal/mol: 49.7
Highest occupied orbital energy (alpha / beta) in eV: -4.5983 / -10.3881
LUMO level (alpha / beta) in eV: 0.83 / -2.01
2S+1: 3

(2)
Computed, not measured: C2H8N2O4 as an isolated structure at a distorted geometry, with ωB97M-V with the def2-TZVPD basis set.

CARTESIAN COORDINATES (ANGSTROEM)
C  0.053  0.892  0.584
C  0.947  -0.279  -0.065
N  -2.160  -0.389  -0.167
N  -1.554  0.808  -0.376
O  0.715  2.098  0.619
O  0.424  -1.409  0.594
O  0.689  -0.401  -1.430
O  2.231  0.082  0.179
H  -0.099  0.563  1.638
H  -1.449  -1.232  -0.206
H  -2.366  -0.376  0.788
H  -1.251  0.822  -1.306
H  0.680  2.573  -0.277
H  0.918  -2.129  0.314
H  1.300  -0.929  -1.849
H  2.249  0.841  0.752

Calculated values
Gap between HOMO and LUMO in eV: 8.62
Calculated total energy in eV: -13370.82823
Energy above the lowest of the compared OMol25 structures with the same formula, charge and spin in kcal/mol: 113.2
Highest occupied orbital energy in eV: -8.1859
LUMO level in eV: 0.44

(3)
Computed, not measured: an isolated ion of composition C2H8N2P and charge +1 at a distorted geometry, with ωB97M-V with the def2-TZVPD basis set.

CARTESIAN COORDINATES (ANGSTROEM)
C  0.379  1.030  -0.412
C  0.191  -0.572  0.877
N  0.169  -0.332  -0.667
N  0.151  0.931  1.082
P  -0.773  -1.104  -1.873
H  1.367  1.245  -0.656
H  -0.465  1.727  -0.769
H  -0.699  -1.078  1.088
H  1.062  -0.907  1.330
H  0.928  1.385  1.597
H  -0.743  1.473  1.202
H  -1.588  -1.607  -0.813
H  0.021  -2.194  -1.985

Calculated values
Gap between HOMO and LUMO (alpha / beta) in eV: 4.74 / 6.44
Total charge: +1
Calculated total energy in eV: -14458.22907
Energy above the lowest of the compared OMol25 structures with the same formula, charge and spin in kcal/mol: 76.8
Highest occupied orbital energy (alpha / beta) in eV: -8.6339 / -13.8958
LUMO level (alpha / beta) in eV: -3.89 / -7.45
2S+1: 3

(4)
Computed, not measured: a 2-piece molecular cluster, C2H8N2S2 overall at a distorted geometry, with ωB97M-V with the def2-TZVPD basis set.

CARTESIAN COORDINATES (ANGSTROEM)
C  -1.428  1.758  -0.231
S  -0.490  2.467  -1.625
S  0.255  0.825  -2.566
H  -2.417  1.446  -0.592
H  -1.566  2.651  0.401
H  -0.834  1.125  0.454
H  1.085  0.484  -1.633
N  -0.200  -2.138  0.683
C  0.895  -1.251  1.142
N  1.578  -0.638  0.242
H  -0.282  -2.321  -0.305
H  -0.129  -3.002  1.191
H  1.009  -1.122  2.265
H  2.523  -0.285  0.575

Calculated values
Gap between HOMO and LUMO (alpha / beta) in eV: 8.63 / 4.61
Total charge: +1
Calculated total energy in eV: -26845.15863
Energy above the lowest of the compared OMol25 structures with the same formula, charge and spin in kcal/mol: 3.7
Highest occupied orbital energy (alpha / beta) in eV: -13.0341 / -13.0332
LUMO level (alpha / beta) in eV: -4.41 / -8.43
2S+1: 2

(5)
Computed, not measured: an isolated ion of composition C2H8N3 and charge +1 at a distorted geometry, with ωB97M-V with the def2-TZVPD basis set.

CARTESIAN COORDINATES (ANGSTROEM)
C  2.043  0.351  0.402
N  0.897  -0.449  -0.196
N  -0.262  -0.014  0.368
C  -1.306  -0.053  -0.405
N  -2.484  0.115  0.179
H  2.343  -0.088  1.285
H  2.791  0.453  -0.281
H  1.587  1.274  0.601
H  0.705  -0.481  -1.180
H  0.907  -1.511  -0.104
H  -1.398  -0.144  -1.468
H  -3.413  0.198  -0.351
H  -2.411  0.350  1.149

Calculated values
Gap between HOMO and LUMO in eV: 10.72
Total charge: +1
Calculated total energy in eV: -6665.60469
Energy above the lowest of the compared OMol25 structures with the same formula, charge and spin in kcal/mol: 69.7
Highest occupied orbital energy in eV: -14.1505
LUMO level in eV: -3.44
SMILES: C[NH2+]/N=C/N

(6)
Computed, not measured: a 2-piece molecular cluster, C2H8N3 overall at a distorted geometry, with ωB97M-V with the def2-TZVPD basis set.

CARTESIAN COORDINATES (ANGSTROEM)
C  -0.489  -1.454  2.612
N  0.223  -0.873  1.620
H  -1.521  -1.525  2.562
H  -0.122  -2.046  3.406
H  1.222  -0.867  1.625
H  -0.333  -0.411  -0.076
N  0.345  1.932  -1.255
C  -0.001  0.769  -1.859
N  -0.192  -0.394  -1.125
H  0.647  1.896  -0.318
H  0.637  2.703  -1.774
H  -0.234  0.870  -2.929
H  0.012  -1.163  -1.691

Calculated values
Gap between HOMO and LUMO in eV: 10.39
Total charge: +1
Calculated total energy in eV: -6666.41260
Energy above the lowest of the compared OMol25 structures with the same formula, charge and spin in kcal/mol: 51.1
Highest occupied orbital energy in eV: -14.5265
LUMO level in eV: -4.14

(7)
Computed, not measured: an isolated ion of composition C2H8N3 and charge +1 at a distorted geometry, with ωB97M-V with the def2-TZVPD basis set.

CARTESIAN COORDINATES (ANGSTROEM)
C  -0.499  0.905  1.382
C  -0.270  -0.416  0.642
N  -0.166  0.931  -1.136
N  0.913  -1.118  -1.282
N  0.135  -0.143  -0.633
H  -1.367  1.414  0.973
H  -0.572  0.607  2.404
H  0.313  1.639  1.139
H  -1.355  -0.886  0.574
H  0.214  -1.306  0.934
H  0.077  1.153  -2.125
H  1.057  -2.005  -0.793
H  1.519  -0.775  -2.078

Calculated values
Gap between HOMO and LUMO (alpha / beta) in eV: 9.05 / 6.99
Total charge: +1
Calculated total energy in eV: -6660.45361
Energy above the lowest of the compared OMol25 structures with the same formula, charge and spin in kcal/mol: 50.0
Highest occupied orbital energy (alpha / beta) in eV: -12.8351 / -15.9861
LUMO level (alpha / beta) in eV: -3.78 / -9.00
2S+1: 3

(8)
Computed, not measured: a 2-piece molecular cluster, C2H8N3S overall at a distorted geometry, with ωB97M-V with the def2-TZVPD basis set.

CARTESIAN COORDINATES (ANGSTROEM)
C  -1.691  -0.727  -0.893
C  2.562  1.062  1.055
N  -1.188  -1.159  -2.006
N  1.467  0.411  1.706
N  -2.917  -0.443  -0.571
S  0.721  -0.909  1.070
H  3.341  1.262  1.824
H  3.038  0.627  0.224
H  2.190  2.151  0.730
H  -1.815  -1.320  -2.851
H  -0.181  -1.286  -1.951
H  1.174  0.635  2.713
H  -3.615  -0.380  -1.380
H  -3.085  0.076  0.329

Calculated values
Gap between HOMO and LUMO (alpha / beta) in eV: 6.17 / 6.19
Total charge: +1
Calculated total energy in eV: -17499.42136
Energy above the lowest of the compared OMol25 structures with the same formula, charge and spin in kcal/mol: 68.8
Highest occupied orbital energy (alpha / beta) in eV: -12.4187 / -12.4272
LUMO level (alpha / beta) in eV: -6.25 / -6.24

(9)
Computed, not measured: C2H8N4S as an isolated structure at a distorted geometry, with ωB97M-V with the def2-TZVPD basis set.

CARTESIAN COORDINATES (ANGSTROEM)
C  6.219  -1.469  0.160
C  8.289  -0.863  -0.249
N  7.383  -1.992  0.016
N  6.347  -0.087  0.114
N  7.557  0.221  -0.182
N  -13.729  0.826  0.123
S  4.551  1.248  0.324
H  5.236  -1.854  0.313
H  9.221  -0.779  0.381
H  8.841  -0.949  -1.171
H  -13.738  -0.161  0.574
H  -12.962  1.485  0.381
H  -14.671  1.227  0.209
H  -13.710  0.809  -0.875
H  5.167  2.338  -0.118

Calculated values
Gap between HOMO and LUMO in eV: 8.25
Total charge: +2
Calculated total energy in eV: -18979.48670
Energy above the lowest of the compared OMol25 structures with the same formula, charge and spin in kcal/mol: 61.7
Highest occupied orbital energy in eV: -16.5484
LUMO level in eV: -8.30

(10)
Computed, not measured: a 2-piece molecular cluster, C2H8N5 overall at a distorted geometry, with ωB97M-V with the def2-TZVPD basis set.

CARTESIAN COORDINATES (ANGSTROEM)
C  -0.173  1.874  1.179
C  -2.265  -0.498  -0.177
N  -0.797  1.029  1.639
N  -1.617  0.152  1.973
N  -2.282  -0.613  1.319
N  0.594  2.810  0.774
N  2.802  -2.028  -1.476
H  -3.296  -0.496  -0.418
H  -1.936  -1.385  -0.612
H  -1.625  0.323  -0.591
H  0.753  2.727  -0.182
H  1.225  3.197  1.380
H  2.959  -2.769  -0.807
H  3.669  -2.099  -1.972
H  1.988  -2.224  -2.032

Calculated values
Gap between HOMO and LUMO in eV: 7.88
Total charge: +1
Calculated total energy in eV: -9642.57418
Energy above the lowest of the compared OMol25 structures with the same formula, charge and spin in kcal/mol: 124.7
Highest occupied orbital energy in eV: -12.7696
LUMO level in eV: -4.89

(11)
Computed, not measured: a 2-piece molecular cluster, C2H8N5 overall at a distorted geometry, with ωB97M-V with the def2-TZVPD basis set.

CARTESIAN COORDINATES (ANGSTROEM)
C  -1.632  0.345  -0.225
C  -3.186  -0.999  0.394
N  -2.943  0.200  0.042
N  -0.981  -0.824  0.079
N  -1.102  1.500  -0.643
N  -1.985  -1.675  0.400
N  2.175  0.813  0.074
H  -4.195  -1.359  0.528
H  0.056  -1.080  0.009
H  -1.641  2.344  -0.640
H  -0.289  1.397  -1.216
H  -1.788  -2.628  0.758
H  2.416  1.181  1.005
H  2.364  1.530  -0.647
H  2.804  0.033  -0.222

Calculated values
Gap between HOMO and LUMO in eV: 10.58
Total charge: +1
Calculated total energy in eV: -9647.49215
Energy above the lowest of the compared OMol25 structures with the same formula, charge and spin in kcal/mol: 11.2
Highest occupied orbital energy in eV: -13.9428
LUMO level in eV: -3.36

(12)
Computed, not measured: an isolated ion of composition C2H8N5 and charge +1 at a distorted geometry, with ωB97M-V with the def2-TZVPD basis set.

CARTESIAN COORDINATES (ANGSTROEM)
H  0.022  1.953  0.049
N  0.904  1.503  0.125
C  0.732  0.244  0.103
N  1.691  -0.685  0.106
N  2.980  -0.277  -0.120
N  -0.601  -0.387  0.258
C  -1.703  0.259  -0.042
N  -2.927  -0.205  -0.017
H  1.383  -1.438  -0.507
H  3.461  -0.573  0.726
H  2.934  0.759  -0.142
H  -0.506  -1.380  0.205
H  -1.514  1.183  -0.435
H  -3.704  0.210  -0.512
H  -3.149  -1.167  0.205

Calculated values
Gap between HOMO and LUMO in eV: 8.50
Total charge: +1
Calculated total energy in eV: -9646.28821
Energy above the lowest of the compared OMol25 structures with the same formula, charge and spin in kcal/mol: 39.0
Highest occupied orbital energy in eV: -13.1007
LUMO level in eV: -4.60
SMILES: [H]/N=C(NN)\[NH+]=C\N

Q: Among the records above, which one has the lowest energy above the lowest of the compared OMol25 structures with the same formula, charge and spin?
A: C2H8N2S2